[1]
52
Properties=species:S:1:pos:R:3 method="wB97M-V/def2-TZVPD" de_lowest_kcal_mol=28.0 lumo_ha=0.01462 smiles="COc1ccc(C(=O)Nc2ccnn2C2CCN(Cc3ccn[nH]3)CC2)cc1"
C -7.10972 -2.61290 0.76779
O -6.34128 -3.29693 -0.19352
C -5.27177 -2.67246 -0.74392
C -4.85321 -1.38151 -0.43311
C -3.73672 -0.84581 -1.05055
C -3.01849 -1.57713 -1.98944
C -1.82296 -1.06009 -2.70691
O -1.50247 -1.44303 -3.81075
N -1.10294 -0.13282 -1.99489
C 0.04270 0.50236 -2.44387
C 0.68193 0.46086 -3.66689
C 1.77422 1.32059 -3.50984
N 1.80599 1.84544 -2.30249
N 0.74913 1.35034 -1.64887
C 0.46143 1.68661 -0.27204
C 1.17652 2.96976 0.15678
C 2.67365 2.76435 0.37370
N 2.90465 1.68466 1.32014
C 4.31133 1.55543 1.66872
C 4.46451 0.66710 2.85530
C 5.36477 -0.32709 3.17314
C 4.97005 -0.77484 4.44284
N 3.91155 -0.11632 4.87094
N 3.62147 0.75320 3.90779
C 2.37495 0.44355 0.78223
C 0.85811 0.54225 0.67264
C -3.46052 -2.86085 -2.31592
C -4.56120 -3.40566 -1.69963
H -6.51381 -2.35429 1.64880
H -7.89913 -3.30384 1.05842
H -7.55918 -1.70595 0.35141
H -5.39212 -0.78070 0.28258
H -3.46238 0.17238 -0.80978
H -1.40309 0.08001 -1.05603
H 0.39257 -0.10773 -4.52337
H 2.53054 1.57381 -4.22558
H -0.62317 1.86191 -0.20012
H 1.03215 3.73786 -0.60274
H 0.72406 3.30644 1.09110
H 3.09714 3.68259 0.78919
H 3.15041 2.56215 -0.59655
H 4.68790 2.55468 1.91618
H 4.91917 1.16407 0.83527
H 6.18529 -0.67834 2.58227
H 5.41219 -1.54272 5.04549
H 2.82790 1.36891 3.98310
H 2.63994 -0.37334 1.45781
H 2.80406 0.22216 -0.21057
H 0.44235 0.74532 1.66083
H 0.45944 -0.40935 0.31548
H -2.91423 -3.41567 -3.06306
H -4.90375 -4.39943 -1.93950


[2]
14
Properties=species:S:1:pos:R:3 method="wB97M-V/def2-TZVPD" de_lowest_kcal_mol=40.7 lumo_ha=-0.14422 charge=+1 smiles="C=C(S)[NH2+]CS"
C -1.79656 1.11075 -0.22303
C -1.04831 0.00760 -0.38427
S -1.60792 -1.64855 -0.07217
N 0.34123 0.00804 -0.84314
C 1.29626 0.05193 0.33767
S 2.86694 -0.82454 -0.10012
H -2.75318 0.95723 0.34409
H -1.43250 2.12414 -0.27169
H -2.71718 -1.24824 0.38453
H 0.65693 -0.75362 -1.52960
H 0.45721 0.95514 -1.37434
H 0.80959 -0.50035 1.09476
H 1.39718 1.09557 0.68755
H 1.98208 -1.67088 -0.58547


[3]
17
Properties=species:S:1:pos:R:3 method="wB97M-V/def2-TZVPD" de_lowest_kcal_mol=19.2 lumo_ha=0.02957 smiles="[H]/N=C/C(C)=C(/C)N"
H 0.33658 -1.83947 3.17920
N 0.68078 -1.04754 2.62643
C 0.09553 -1.01666 1.48074
C 0.28476 -0.00407 0.42814
C 1.52933 0.83390 0.51307
C -0.57749 -0.05868 -0.62824
C -0.19495 0.57351 -1.95452
N -1.89685 -0.48029 -0.57944
H -0.70549 -1.75873 1.18894
H 1.81660 1.02757 1.55092
H 1.38558 1.80852 0.03493
H 2.36669 0.33511 0.01474
H -0.50304 1.62399 -1.97295
H 0.88112 0.51932 -2.14159
H -0.69273 0.06466 -2.78765
H -2.30868 -0.49067 0.34892
H -2.49772 -0.09046 -1.30166


[4]
93
Properties=species:S:1:pos:R:3 method="wB97M-V/def2-TZVPD" de_lowest_kcal_mol=12.0 multiplicity=5 lumo_ha="-0.32914 / -0.48055" charge=+3
C 1.41960 2.03130 -1.28731
C 0.32263 2.43407 0.78601
C 1.77742 3.37302 -1.38679
C 0.50331 3.82438 0.58888
C 1.24572 4.26876 -0.47030
H 2.42632 3.67195 -2.20831
H 0.03307 4.51575 1.28212
H 1.36827 5.33494 -0.64115
N 0.74371 1.57891 -0.22433
P 0.74684 -0.45578 -2.39033
P 0.05902 0.10396 2.25446
C 1.77872 1.04937 -2.38511
H 1.71544 1.56571 -3.35169
H 2.83028 0.73849 -2.29469
C 0.13319 -2.24041 -0.03167
O 0.20466 -3.41049 -0.00508
C -0.12330 1.86560 1.98122
H -0.42946 2.57129 2.79221
C -1.46775 -0.75218 3.11853
C 1.49030 0.40202 3.58896
C -0.57968 0.04982 -3.70729
C 1.91069 -1.73786 -3.21989
C -2.09995 -1.86557 2.26700
H -1.39921 -2.67896 2.06419
H -2.92602 -2.29070 2.85838
H -2.51714 -1.50227 1.32048
C -1.09146 -1.41781 4.45033
H -0.34298 -2.20344 4.30289
H -0.73185 -0.72022 5.21297
H -1.98873 -1.90905 4.85788
C -2.54113 0.31832 3.32758
H -3.46263 -0.18309 3.66015
H -2.28117 1.07546 4.07964
H -2.76404 0.82153 2.38079
C 2.05147 -0.91009 4.15178
H 2.18978 -1.64524 3.35277
H 3.04515 -0.72275 4.59456
H 1.42757 -1.33878 4.94061
C 2.66447 1.12611 2.92170
H 3.03442 0.55782 2.05655
H 2.39911 2.13766 2.60724
H 3.48325 1.21612 3.65722
C 0.88218 1.27332 4.71504
H -0.21409 1.24420 4.74449
H 1.23771 0.91632 5.69524
H 1.16282 2.33263 4.62587
C 1.10856 -2.97513 -3.65193
H 1.80938 -3.73671 -4.02779
H 0.55676 -3.42043 -2.81589
H 0.40790 -2.76871 -4.46860
C 2.97061 -2.17820 -2.20288
H 3.59019 -1.33772 -1.86785
H 2.53330 -2.65934 -1.32301
H 3.63444 -2.90909 -2.69242
C 2.69006 -1.20336 -4.43471
H 3.45528 -1.95041 -4.69652
H 2.07811 -1.07082 -5.32897
H 3.20841 -0.26361 -4.21759
C -1.21997 1.40050 -3.36326
H -1.93851 1.64437 -4.16352
H -1.76072 1.37780 -2.41111
H -0.48058 2.21011 -3.34927
C -1.65718 -1.03954 -3.73438
H -2.07027 -1.21727 -2.73580
H -2.48166 -0.70807 -4.38534
H -1.28621 -1.99451 -4.12078
C 0.01180 0.20027 -5.12183
H 0.93239 0.79680 -5.13586
H 0.18533 -0.76452 -5.61626
H -0.71604 0.74047 -5.74664
Pt 0.36465 -0.42271 -0.01935
N -2.89388 -0.60925 -0.99188
C -3.85064 0.05696 -0.82638
C -4.76661 1.08600 -0.46491
C -6.10449 1.02318 -0.88586
C -4.27793 2.17274 0.27919
C -6.93168 2.13733 -0.68054
H -6.48436 0.09683 -1.33695
C -5.11982 3.27819 0.49761
H -3.25180 2.10110 0.66102
C -6.42904 3.27117 -0.02271
H -7.97959 2.10545 -1.00497
H -4.74248 4.11574 1.06765
H -7.06689 4.14666 0.11816
C 3.38803 -3.65346 1.61987
C 3.86115 -2.25397 1.33811
N 5.17596 -2.03276 1.51559
O 3.10062 -1.33601 0.95087
H 4.00584 -4.15503 2.37504
H 3.40928 -4.23788 0.69195
H 2.35299 -3.60407 1.96241
H 5.54010 -1.09128 1.38015
H 5.81267 -2.78192 1.75440


[5]
55
Properties=species:S:1:pos:R:3 method="wB97M-V/def2-TZVPD" multiplicity=2 lumo_ha="0.04482 / 0.04174" charge=-1
Mn -0.17516 -0.27336 2.12528
C 1.76991 2.04946 0.55950
C 2.43756 1.29886 1.66824
C 3.79002 1.56423 1.97986
C 4.41928 0.88948 2.98121
C 3.71289 -0.08393 3.71882
C 4.23803 -0.85371 4.78531
Br 6.03663 -0.61538 5.33792
C 3.46129 -1.77256 5.42725
C 2.12430 -1.97587 5.04673
Br 1.09746 -3.26464 5.96359
C 1.53706 -1.26089 4.01976
O 0.30711 -1.39991 3.62076
C 2.37306 -0.29890 3.35674
N 1.75784 0.38689 2.34048
H 2.29848 2.98040 0.36153
H 0.73572 2.26946 0.81891
H 1.77819 1.45635 -0.35750
H 4.31360 2.31561 1.40506
H 5.45476 1.09129 3.21984
H 3.86883 -2.35838 6.23910
Cl -2.37284 -1.32426 2.26702
C -3.43941 0.02636 1.93794
C -4.71699 -0.26880 1.50661
C -5.59927 0.77145 1.26214
C -5.18139 2.07702 1.45623
C -3.89082 2.33784 1.88598
Cl -3.43129 3.99995 2.09712
C -2.95370 1.32551 2.14367
S -1.32149 1.66321 2.66973
H -5.01064 -1.29974 1.36574
H -6.60475 0.56570 0.92177
H -5.84894 2.90719 1.27119
O 0.84834 -3.07872 -7.90077
S 1.52641 -2.39634 -6.81914
O 1.95672 -3.24791 -5.72884
O 2.48853 -1.38655 -7.22718
C 0.22339 -1.35767 -6.07412
N -0.63761 -0.74987 -6.89593
C -1.55270 0.01857 -6.32955
C -1.63694 0.21281 -4.95822
C -0.68408 -0.44379 -4.19734
N 0.23531 -1.22485 -4.75219
C -0.61409 -0.33982 -2.71414
C -1.26024 0.65780 -1.99436
C -1.13278 0.70198 -0.61987
N -0.41396 -0.19177 0.06582
C 0.20570 -1.15866 -0.62818
C 0.14269 -1.26607 -2.00069
H -2.25762 0.50486 -6.99748
H -2.41229 0.83094 -4.52843
H -1.84541 1.42085 -2.48838
H -1.60034 1.48240 -0.03413
H 0.78180 -1.87102 -0.04653
H 0.67379 -2.04305 -2.53386


[6]
13
Properties=species:S:1:pos:R:3 method="wB97M-V/def2-TZVPD" de_lowest_kcal_mol=112.8 lumo_ha=0.03840 smiles="N/N=C/N1CC1"
N 2.68316 -0.22725 0.02234
N 1.57332 -0.21675 -0.68884
C 0.46755 -0.08611 -0.05222
N -0.73797 -0.30646 -0.78980
C -1.54006 0.77774 -0.12945
C -1.71293 -0.79483 0.10362
H 3.35162 0.39210 -0.67897
H 2.54627 0.38202 0.91591
H 0.68304 0.36718 0.90620
H -1.12059 1.16871 0.76730
H -2.22494 1.27094 -0.86070
H -2.76770 -1.19513 -0.33682
H -1.20076 -1.53214 0.82142


[7]
103
Properties=species:S:1:pos:R:3 method="wB97M-V/def2-TZVPD" de_lowest_kcal_mol=0.0 lumo_ha=0.07827 charge=-1
Ba 0.09687 0.04234 -0.65163
C -2.82496 -0.92618 -1.30229
C -2.80490 -0.95797 0.11771
C -2.00478 -2.05469 0.51636
C -1.53410 -2.70364 -0.65082
C -2.06786 -2.02404 -1.77616
C -2.21092 -2.56849 -3.16675
C -0.78091 -4.00385 -0.65217
C -1.91923 -2.59347 1.91703
C -3.73149 -0.21836 1.04216
C -3.66278 -0.03036 -2.17221
H -2.09645 -1.80851 -3.94460
H -3.21097 -3.00057 -3.30034
H -1.49769 -3.36665 -3.37908
H -0.43084 -4.27338 -1.65211
H -1.39709 -4.83999 -0.29930
H 0.09484 -3.97823 0.00621
H -1.07777 -2.20109 2.49162
H -1.82225 -3.68375 1.90787
H -2.83181 -2.35851 2.47158
H -4.18224 0.65480 0.56997
H -3.23928 0.12740 1.95333
H -4.55539 -0.87029 1.35790
H -3.07761 0.46995 -2.95247
H -4.14944 0.75350 -1.58785
H -4.45878 -0.58572 -2.68374
C -0.97418 1.85579 -5.44862
C -0.44409 1.06154 -4.29217
N -0.23474 1.53499 -3.12543
N -0.53172 2.84601 -2.89379
C 0.07713 3.27210 -1.78229
O 0.86379 2.62872 -1.04338
C -0.23518 4.69434 -1.40483
C -0.92369 5.55294 -2.25788
C -1.22039 6.84637 -1.85659
C -0.83225 7.29373 -0.59892
C -0.13968 6.44252 0.25020
C 0.16250 5.15079 -0.15407
C 0.02783 -0.33544 -4.51135
C 0.11778 -0.85153 -5.80333
C 0.61665 -2.12858 -6.00584
C 0.99870 -2.88056 -4.90971
C 0.85346 -2.30334 -3.65499
N 0.39896 -1.08044 -3.44355
H -1.46983 2.74318 -5.06438
H -1.67952 1.27135 -6.04152
H -0.16211 2.17982 -6.10617
H -1.22825 5.18640 -3.22854
H -1.75587 7.51031 -2.52486
H -1.06987 8.30290 -0.28401
H 0.15887 6.78149 1.23478
H 0.69738 4.46904 0.49383
H -0.18795 -0.25176 -6.64819
H 0.69864 -2.52907 -7.00860
H 1.38124 -3.88738 -5.00851
H 1.08698 -2.87686 -2.76119
S 1.13192 -0.69299 2.37772
C 0.25471 0.35833 3.42870
N 0.39373 0.42948 4.71946
N 1.27082 -0.42724 5.25320
C 1.52758 -0.43774 6.60535
C 0.88339 0.43255 7.48977
C 1.18066 0.38484 8.84149
C 2.11127 -0.51453 9.34644
C 2.74860 -1.37913 8.46445
C 2.46456 -1.34555 7.11152
N -0.66005 1.34561 3.00374
N -0.93470 1.39160 1.79212
C -1.78149 2.50780 1.46149
C -2.04458 3.55210 2.34774
C -2.83032 4.61661 1.94369
C -3.35686 4.66008 0.65685
C -3.09484 3.62305 -0.22258
C -2.31025 2.55182 0.17904
H 1.74089 -1.06533 4.61453
H 0.15926 1.13252 7.09946
H 0.67202 1.06703 9.51238
H 2.33537 -0.54190 10.40464
H 3.47805 -2.09020 8.83327
H 2.96646 -2.02282 6.42994
H -1.61781 3.51177 3.33971
H -3.02339 5.43043 2.63225
H -3.94946 5.50824 0.33787
H -3.47928 3.64640 -1.23440
H -2.16390 1.73463 -0.51631
C 4.95282 -3.18654 0.35853
C 4.19488 -3.33417 -0.95695
C 5.17689 -3.51909 -2.10929
C 3.25290 -4.54267 -0.89023
N 3.48856 -2.07408 -1.24009
N 2.46920 -1.69829 -0.32471
H 5.54813 -4.08025 0.55421
H 4.27000 -3.05089 1.19905
H 5.61849 -2.32343 0.31377
H 5.75360 -4.43618 -1.97995
H 5.86220 -2.67267 -2.16049
H 4.64494 -3.58710 -3.06248
H 3.82105 -5.46183 -0.73451
H 2.68883 -4.64627 -1.82088
H 2.53986 -4.46493 -0.06773
H 3.07395 -2.11520 -2.16329
H 2.89823 -1.17628 0.43290
H 2.00031 -2.49720 0.10232


[8]
92
Properties=species:S:1:pos:R:3 method="wB97M-V/def2-TZVPD" de_lowest_kcal_mol=170.3 lumo_ha=-0.19275
C 4.23741 -6.87127 -4.39577
N 4.73128 -5.69830 -3.60999
C 5.98161 -5.80487 -3.14731
C 6.53731 -4.65605 -2.63838
C 5.86128 -3.40776 -2.53497
C 4.49979 -3.42381 -2.95679
C 4.01265 -4.56971 -3.55921
C 6.53073 -2.17185 -1.90331
C 5.82025 -0.92858 -1.83974
C 6.43468 0.19172 -1.14473
N 7.54298 0.02479 -0.51477
C 8.17945 -1.15780 -0.46060
C 7.67103 -2.30420 -1.12546
C 8.35308 1.15582 0.11305
H 3.97723 -7.69366 -3.72938
H 4.90315 -7.18798 -5.19860
H 3.33052 -6.59283 -4.93255
H 6.50315 -6.73055 -3.34099
H 7.60158 -4.75737 -2.48524
H 3.97328 -2.48108 -2.97768
H 3.04481 -4.54881 -4.03799
H 4.87755 -0.74726 -2.33457
H 5.98932 1.17544 -1.16270
H 9.12373 -1.30476 0.04257
H 8.15331 -3.25033 -0.92887
H 8.65165 1.81134 -0.70502
H 9.20146 0.64940 0.57336
H 7.56761 1.64238 0.69133
C -2.10709 6.13813 0.00356
N -3.15072 5.98110 1.00016
C -3.40966 6.89502 1.98803
C -4.37452 6.66445 2.99701
C -5.13923 5.52617 2.90210
C -4.99536 4.69281 1.78091
C -4.00034 4.93705 0.83529
C -6.19279 5.28085 3.90049
C -6.45147 3.96980 4.32853
C -7.26799 3.73686 5.42730
N -7.89845 4.77305 6.02373
C -7.82216 6.06541 5.62222
C -6.94008 6.27768 4.54231
C -8.55785 4.50925 7.31789
H -1.70970 5.13673 -0.16193
H -1.41162 6.91455 0.32230
H -2.56564 6.37632 -0.95618
H -2.70516 7.71353 1.99885
H -4.52831 7.40590 3.76708
H -5.59326 3.80033 1.66946
H -3.71228 4.22388 0.07712
H -5.84403 3.13365 4.01508
H -7.32525 2.79151 5.94638
H -8.21013 6.82342 6.28652
H -6.65727 7.25426 4.17803
H -7.70882 4.58177 7.99758
H -9.04436 3.53901 7.41809
H -9.20220 5.32407 7.64802
N -0.33983 -0.26354 -0.20918
S 0.01692 -0.13032 1.22116
O 1.13087 -1.01134 1.68234
O -1.00499 0.25003 2.11962
F 0.80558 1.21065 0.95075
S -1.44729 -1.50289 0.00600
O -2.80673 -1.00200 0.21175
O -1.09709 -2.73175 0.77130
F -1.44618 -2.05874 -1.49676
N -4.70652 -11.30766 -1.41673
S -3.91489 -10.16089 -0.66378
O -3.55391 -10.38274 0.70016
O -4.23562 -8.77086 -0.99264
F -2.52511 -10.36387 -1.49246
S -6.09886 -11.04018 -0.47541
O -6.77677 -9.75473 -0.62674
O -6.25225 -11.77555 0.75128
F -6.98506 -11.98577 -1.38533
N 1.95745 8.74099 5.45916
S 1.36057 8.97230 7.04398
O 1.96396 10.14261 7.75123
O 0.91761 7.82935 7.87360
F -0.02222 9.62943 6.59479
S 2.69689 7.49194 5.80752
O 2.02175 6.21263 5.94431
O 3.92741 7.77950 6.56394
F 3.33158 7.29482 4.32078
N 0.95287 -5.13450 -9.98602
S 2.02513 -5.72389 -11.17422
O 3.26455 -6.32140 -10.67739
O 2.10567 -4.96494 -12.39844
F 1.09547 -6.98150 -11.64860
S 1.28501 -3.64159 -10.10928
O 0.29563 -2.94359 -11.05081
O 2.65007 -3.14184 -9.91971
F 0.64219 -3.28682 -8.68178


[9]
14
Properties=species:S:1:pos:R:3 method="wB97M-V/def2-TZVPD" de_lowest_kcal_mol=75.3 lumo_ha=0.03639 smiles="ON=C1NCCN1"
O -2.51828 -0.81598 0.80904
N -1.84857 0.44956 0.77971
C -0.68288 0.33079 0.27380
N -0.27001 -0.89618 -0.23308
C 1.18097 -0.86820 -0.23315
C 1.34859 0.70771 -0.56521
N 0.30455 1.35791 0.20692
H -3.53203 -0.42094 0.90406
H -0.80020 -1.67216 0.32131
H 1.70256 -1.40584 -1.08812
H 1.65307 -1.02395 0.68181
H 1.30513 1.03949 -1.63751
H 2.28592 1.02487 -0.13128
H -0.12881 2.19292 -0.08831